1.
Below is a molecular structure, C11H14BiN2OP at a distorted geometry, with properties calculated with ωB97M-V/def2-TZVPD.

Properties
**HOMO-LUMO gap (spin up / spin down)**: 4.64 / 6.08 eV
**Lowest unoccupied orbital energy (spin up / spin down)**: -0.46 / 0.01 eV
**ΔE to the lowest compared entry with this formula, charge and spin**: 119.5 kJ/mol
**Net charge**: 0

Cartesian coordinates (Å):
C  4.163  1.194  0.040
C  3.905  0.080  0.923
C  3.530  -1.072  0.122
C  3.492  -0.634  -1.266
C  3.878  0.759  -1.308
Bi  1.589  0.531  -0.061
P  0.564  3.011  -0.019
H  4.385  2.228  0.350
H  3.981  0.090  2.011
H  3.164  -2.044  0.502
H  3.942  1.370  -2.215
H  3.196  -1.252  -2.123
H  0.804  3.596  -1.342
H  1.197  3.706  1.109
H  -0.823  2.634  0.224
N  -5.085  -1.456  1.096
C  -4.308  -1.625  -0.007
O  -4.724  -2.207  -1.009
C  -2.935  -1.085  0.040
C  -2.396  -0.425  1.162
C  -1.093  0.023  1.117
N  -0.416  -0.218  -0.034
C  -0.865  -0.801  -1.171
C  -2.155  -1.267  -1.118
H  -6.019  -1.833  1.039
H  -4.833  -0.993  1.962
H  -2.920  -0.240  2.086
H  -0.569  0.574  1.909
H  -0.158  -0.875  -2.006
H  -2.489  -1.766  -2.014

2.
Below is 5 unconnected molecules or ions with the total composition C11H14BrCl16FO5PS at a distorted geometry, with properties calculated with ωB97M-V/def2-TZVPD.

Properties
**HOMO-LUMO gap**: 8.36 eV
**Lowest unoccupied orbital energy**: -4.43 eV
**Net charge**: +1

Cartesian coordinates (Å):
C  2.109  -1.123  -0.463
C  1.259  0.261  -0.120
C  0.024  0.526  -1.204
F  0.064  1.960  -1.574
P  -1.616  -0.049  -0.397
C  -2.880  -0.609  -1.716
O  -4.238  -0.068  -1.384
O  -4.724  -0.661  -0.330
C  -1.205  -1.581  0.687
C  -2.514  -2.367  1.283
O  -3.300  -3.223  0.574
Br  -2.960  -2.079  3.231
C  -2.341  1.433  0.564
S  -2.918  2.865  -0.496
O  -2.921  2.597  -2.021
O  -4.381  3.321  -0.131
H  1.397  -2.037  -0.744
H  2.812  -1.446  0.432
H  2.772  -0.937  -1.423
H  0.905  0.299  1.002
H  2.043  1.146  -0.241
H  0.196  -0.179  -2.151
H  -2.884  -1.756  -1.946
H  -2.577  -0.050  -2.726
H  -5.025  -0.001  0.370
H  -0.630  -2.359  -0.002
H  -0.506  -1.287  1.582
H  -1.466  1.857  1.253
H  -3.214  1.135  1.287
H  -2.080  4.006  -0.291
C  -4.625  6.021  -3.502
Cl  -4.500  6.204  -5.270
Cl  -5.539  7.394  -2.826
Cl  -5.470  4.500  -3.120
Cl  -2.991  5.988  -2.791
C  4.761  -2.764  -3.715
Cl  3.240  -1.860  -3.926
Cl  5.567  -2.229  -2.218
Cl  4.408  -4.507  -3.609
Cl  5.831  -2.458  -5.107
C  4.161  1.061  2.885
Cl  2.464  1.423  3.287
Cl  4.692  -0.379  3.789
Cl  4.305  0.751  1.136
Cl  5.185  2.451  3.327
C  3.861  -4.239  5.751
Cl  3.359  -3.743  7.388
Cl  2.486  -4.070  4.631
Cl  5.204  -3.204  5.203
Cl  4.396  -5.938  5.784

Number 2 is which compound?
C11H14BrCl16FO5PS

What is the formula in the second record?
C11H14BrCl16FO5PS